# 1
ORCA calculation (the ωB97M-V functional and the def2-TZVPD basis) on a molecular structure, C27H50OP2Tl at a distorted geometry.

Each line ends with the Mulliken charge.
Positions of all 81 atoms, in Å:
Tl (2.530, 0.525, -1.285)  1.200
C (-1.078, -2.539, 3.222)  0.085
C (-2.268, -2.259, 2.508)  0.786
C (-1.258, -4.061, 1.498)  0.449
C (-0.422, -3.625, 2.591)  0.878
C (-2.364, -3.192, 1.420)  0.490
C (-0.588, -1.821, 4.437)  -1.624
H (-0.919, -0.782, 4.439)  0.324
H (0.505, -1.841, 4.471)  0.417
H (-0.967, -2.301, 5.348)  0.267
C (0.838, -4.284, 3.001)  -1.143
H (1.283, -3.764, 3.879)  0.363
H (1.591, -4.231, 2.177)  0.068
H (0.695, -5.365, 3.254)  0.297
C (-0.910, -5.144, 0.540)  -1.393
H (-0.584, -6.040, 1.084)  0.399
H (-0.097, -4.839, -0.156)  -0.006
H (-1.796, -5.388, -0.051)  0.477
C (-3.487, -3.313, 0.492)  -1.676
H (-4.256, -4.018, 0.843)  0.256
H (-3.131, -3.687, -0.470)  0.453
H (-3.979, -2.355, 0.327)  0.334
C (-3.260, -1.219, 2.832)  -1.441
H (-4.066, -1.616, 3.471)  0.332
H (-3.743, -0.824, 1.929)  0.275
H (-2.806, -0.378, 3.374)  0.304
C (1.432, 3.892, -0.857)  -0.703
C (0.808, 4.207, 0.380)  -0.213
C (-0.360, 5.273, 0.334)  -0.779
C (-1.261, 5.316, -0.908)  -1.385
C (-1.475, 3.971, -1.531)  0.084
C (-0.809, 3.510, -2.634)  -0.349
C (0.390, 4.132, -3.174)  -1.318
C (1.326, 4.728, -2.021)  -1.616
H (-0.013, 6.311, 0.494)  0.377
H (-0.871, 6.046, -1.642)  0.347
H (-0.999, 5.100, 1.196)  0.279
H (0.933, 5.721, -1.771)  0.273
H (2.076, 3.008, -0.929)  1.030
H (1.358, 4.442, 1.315)  0.608
H (2.278, 4.996, -2.476)  0.571
H (0.999, 3.408, -3.726)  0.292
H (-1.133, 2.615, -3.147)  1.155
H (0.200, 4.921, -3.925)  0.449
H (-2.211, 5.794, -0.644)  0.578
H (-2.356, 3.489, -1.109)  0.407
P (0.565, 2.326, 1.077)  0.811
C (2.494, 2.354, 1.513)  -1.218
C (-0.724, 2.497, 2.446)  -0.774
P (-1.348, 0.391, -1.260)  0.605
C (-0.154, 1.741, -0.593)  0.197
C (-2.974, 1.243, -1.470)  -1.344
C (-0.526, 0.163, -2.902)  -1.032
H (2.929, 1.376, 1.290)  0.342
H (2.495, 2.498, 2.611)  0.485
H (3.061, 3.151, 0.971)  0.463
H (-1.295, 3.449, 2.310)  0.292
H (-0.138, 2.480, 3.385)  0.444
H (-1.380, 1.609, 2.400)  0.130
H (-0.001, 1.052, -3.274)  0.301
H (-1.197, -0.180, -3.708)  0.490
H (0.236, -0.614, -2.766)  0.054
H (0.601, 1.883, -1.425)  -0.186
H (-0.653, 2.774, -0.538)  -0.793
H (-3.787, 0.520, -1.649)  0.435
H (-2.968, 1.973, -2.281)  0.411
H (-3.219, 1.737, -0.519)  0.365
C (2.614, -4.657, -1.266)  -1.641
C (2.588, -3.127, -1.543)  1.587
C (3.899, -2.600, -0.931)  -1.378
C (2.711, -2.948, -3.065)  -1.454
O (1.623, -2.416, -0.924)  -0.592
H (3.521, -5.172, -1.633)  0.398
H (1.771, -5.191, -1.709)  0.422
H (2.601, -4.824, -0.186)  0.279
H (4.760, -3.104, -1.373)  0.433
H (4.027, -1.528, -1.133)  0.063
H (3.856, -2.717, 0.166)  0.222
H (1.869, -3.372, -3.622)  0.365
H (2.763, -1.892, -3.307)  0.170
H (3.609, -3.394, -3.497)  0.391

Calculated values
Lowest unoccupied orbital energy (alpha / beta): -4.02 / -3.79 eV
Energy above the lowest of the compared OMol25 structures with the same formula, charge and spin: 3.346 eV
Spin multiplicity: 1
Net charge: +1

***

# 2
ORCA calculation (the ωB97M-V functional and the def2-TZVPD basis) on 3 unconnected molecules or ions with the total composition C5H15NO2 at a distorted geometry.

Each line ends with the Mulliken charge.
Positions of all 23 atoms, in Å:
C (-2.537, -1.439, 1.291)  -0.731
C (-1.725, -1.754, 0.279)  -0.359
C (-1.272, -0.613, -0.533)  -0.350
C (-0.785, 0.685, 0.094)  -0.709
N (0.420, 0.153, 0.875)  -0.402
C (1.109, 1.299, 1.535)  -0.855
H (-3.172, -0.561, 1.387)  0.239
H (-2.949, -2.185, 2.047)  0.242
H (-1.479, -2.717, -0.079)  0.395
H (-0.513, -0.904, -1.223)  0.165
H (-2.194, -0.395, -1.228)  0.318
H (-0.448, 1.422, -0.638)  0.430
H (-1.545, 1.145, 0.703)  0.413
H (0.073, -0.505, 1.586)  0.248
H (0.453, 2.105, 1.900)  0.317
H (1.854, 1.683, 0.784)  0.239
H (1.631, 0.845, 2.366)  0.340
O (2.299, -0.618, -1.031)  -0.787
H (1.795, -0.488, -0.212)  0.461
H (1.638, -0.931, -1.654)  0.338
O (2.153, 1.457, -2.800)  -0.664
H (2.865, 1.419, -3.424)  0.281
H (2.331, 0.897, -2.024)  0.429

Calculated values
Lowest unoccupied orbital energy: 0.91 eV
Energy above the lowest of the compared OMol25 structures with the same formula, charge and spin: 2.213 eV
Spin multiplicity: 1
SMILES: C=CCCNC.O.O
Net charge: 0

***

# 3
ORCA calculation (the ωB97M-V functional and the def2-TZVPD basis) on a gas-phase ion, C2H6N3OS (charge +1) at a distorted geometry.

Each line ends with the Mulliken charge.
Positions of all 13 atoms, in Å:
C (-0.385, -0.316, -0.137)  0.625
C (0.037, 0.557, -1.289)  -0.979
N (0.402, -0.696, 3.042)  -0.439
N (-0.844, 0.132, 1.039)  -0.338
N (-0.258, -1.634, -0.189)  0.079
O (-0.563, -2.230, 0.984)  -0.335
S (-0.893, -1.183, 2.370)  0.503
H (0.171, 1.512, -0.815)  0.321
H (-0.721, 0.527, -1.984)  0.329
H (1.069, 0.211, -1.731)  0.344
H (0.635, -0.859, 3.973)  0.307
H (-0.663, 1.069, 1.408)  0.357
H (0.002, -2.388, -0.799)  0.226

Calculated values
Lowest unoccupied orbital energy: -4.55 eV
Energy above the lowest of the compared OMol25 structures with the same formula, charge and spin: 4.389 eV
Spin multiplicity: 1
Net charge: +1

***

# 4
ORCA calculation (the ωB97M-V functional and the def2-TZVPD basis) on a molecular structure, C21H45NO18S4V at a distorted geometry.

Each line ends with the Mulliken charge.
Positions of all 90 atoms, in Å:
O (2.725, 1.386, 3.404)  -0.703
V (1.260, 0.996, 3.892)  1.443
O (1.344, -0.254, 4.820)  -0.607
C (-1.305, 1.055, 0.278)  -1.134
C (-0.249, 0.176, 0.962)  1.307
C (1.091, 0.194, 0.188)  -0.533
O (-0.069, 0.551, 2.286)  0.037
H (-1.621, 0.902, -0.756)  0.324
H (-0.956, 2.090, 0.363)  0.038
H (-2.261, 1.055, 0.814)  0.248
H (-0.693, -0.824, 0.825)  0.017
H (1.882, -0.348, 0.710)  -0.327
H (1.466, 1.184, -0.060)  -0.360
H (0.911, -0.332, -0.757)  0.512
N (-5.541, 1.736, 2.038)  0.919
O (-4.315, 1.473, 2.096)  -0.618
O (-6.237, 1.717, 3.065)  -0.644
O (-6.061, 1.921, 0.914)  -0.681
O (0.826, 5.825, 0.021)  -0.686
S (1.247, 4.607, 0.652)  1.087
O (0.385, 3.998, 1.609)  -0.557
O (1.605, 3.484, -0.438)  -0.123
C (1.935, 3.874, -1.780)  -0.333
C (1.638, 2.628, -2.567)  -0.846
C (2.844, 4.828, 1.381)  -0.810
H (2.969, 4.211, -1.855)  0.310
H (1.212, 4.630, -2.087)  0.363
H (2.353, 1.805, -2.497)  0.114
H (1.595, 2.801, -3.645)  0.459
H (0.687, 2.224, -2.221)  0.117
H (3.529, 4.824, 0.531)  0.281
H (3.097, 3.941, 1.959)  0.201
H (2.955, 5.763, 1.920)  0.359
O (-5.707, -0.334, -3.172)  -0.586
S (-5.801, 0.394, -4.397)  1.164
O (-6.969, 1.124, -4.761)  -0.601
O (-4.522, 1.365, -4.570)  -0.285
C (-3.483, 1.461, -3.587)  -0.270
C (-2.735, 2.768, -3.687)  -1.020
C (-5.470, -0.738, -5.771)  -0.935
H (-2.827, 0.608, -3.781)  0.248
H (-3.905, 1.366, -2.585)  0.452
H (-1.974, 2.883, -2.910)  0.191
H (-3.387, 3.631, -3.573)  0.354
H (-2.100, 2.783, -4.577)  0.325
H (-5.263, -0.157, -6.665)  0.313
H (-6.307, -1.425, -5.863)  0.341
H (-4.622, -1.371, -5.511)  0.314
O (3.719, -4.366, 0.478)  -0.618
S (3.277, -3.597, 1.600)  1.027
O (3.708, -3.923, 2.929)  -0.621
O (3.610, -2.013, 1.334)  -0.146
C (4.733, -1.472, 1.997)  -0.401
C (6.109, -2.044, 1.602)  -1.143
C (1.489, -3.509, 1.618)  -0.646
H (4.681, -1.729, 3.060)  0.383
H (4.698, -0.386, 1.963)  0.360
H (6.090, -3.138, 1.668)  0.310
H (6.868, -1.967, 2.386)  0.380
H (6.461, -1.673, 0.643)  0.298
H (1.154, -4.407, 2.122)  0.521
H (1.234, -3.279, 0.583)  0.308
H (1.176, -2.580, 2.096)  -0.150
O (-2.346, 0.423, 4.678)  -0.469
S (-3.526, -0.340, 4.968)  0.998
O (-4.845, 0.190, 4.961)  -0.495
O (-3.553, -1.782, 4.243)  -0.349
C (-2.479, -2.073, 3.332)  -0.082
C (-1.354, -2.706, 4.154)  -0.457
C (-3.286, -0.973, 6.640)  -1.014
H (-2.139, -1.222, 2.744)  0.009
H (-2.898, -2.827, 2.666)  0.412
H (-0.757, -1.929, 4.627)  0.132
H (-0.640, -3.111, 3.423)  -0.096
H (-1.739, -3.598, 4.640)  0.373
H (-2.211, -1.057, 6.786)  0.306
H (-3.766, -1.903, 6.925)  0.296
H (-3.740, -0.127, 7.159)  0.370
C (3.235, -1.661, -2.757)  -0.178
C (2.923, -2.995, -2.987)  -0.201
C (2.489, -3.402, -4.253)  -0.631
C (2.598, -2.548, -5.340)  -0.294
C (2.991, -1.230, -5.151)  -0.712
C (3.240, -0.809, -3.845)  -0.203
H (3.420, -1.263, -1.768)  0.459
H (2.902, -3.769, -2.230)  0.344
H (2.210, -4.448, -4.246)  0.358
H (2.464, -2.908, -6.353)  0.340
H (3.037, -0.542, -5.983)  0.384
H (3.587, 0.216, -3.769)  0.362

Calculated values
Lowest unoccupied orbital energy: -0.26 eV
Spin multiplicity: 1
Net charge: -1

***

- net charge of number 4 (C21H45NO18S4V)?
  -1